# 1
Molecular formula: C4H5N3S
Method: DFT, the ωB97M-V functional and the def2-TZVPD basis

Values from the calculation:
- Frontier orbital gap: 9.065 eV
- E_tot: -19530.56579 eV
- LUMO: 0.7187 eV

```
! RIJCOSX wB97M-V def2-TZVPD def2/J DEFGRID3
* xyz 0 1
C -0.305 0.223 0.675
C 1.283 1.612 -2.534
C -0.822 -0.980 0.087
C -1.275 -2.013 -0.331
H 0.048 -0.532 3.631
H -0.539 -1.534 2.383
H 1.097 2.677 -2.672
H 1.860 1.141 -3.308
H -1.665 -2.923 -0.726
N -0.469 -0.587 2.789
N -0.082 0.390 1.943
N 0.888 0.882 -1.584
S -0.019 1.643 -0.352
*
```

# 2
Molecular formula: C4H5N3S
Method: DFT, the ωB97M-V functional and the def2-TZVPD basis

Values from the calculation:
- Frontier orbital gap: 8.048 eV
- E_tot: -19529.87419 eV
- LUMO: -0.3142 eV

```
! RIJCOSX wB97M-V def2-TZVPD def2/J DEFGRID3
* xyz 0 1
C -1.511 -0.959 -0.067
C -0.373 -0.041 0.064
C 0.847 -0.554 0.102
C 1.974 0.266 0.023
H -1.197 -2.101 -0.668
H -2.319 -0.328 -0.758
H -2.018 -1.430 1.046
H 1.082 -1.582 -0.173
H -1.552 1.734 0.454
N 1.585 1.664 -0.218
N 0.437 2.174 0.053
N -0.528 1.306 0.093
S 3.573 -0.150 0.047
*
```

# 3
Molecular formula: C4H5N3S
Method: DFT, the ωB97M-V functional and the def2-TZVPD basis

Values from the calculation:
- Frontier orbital gap: 8.876 eV
- E_tot: -19533.42237 eV
- LUMO: 0.3659 eV

```
! RIJCOSX wB97M-V def2-TZVPD def2/J DEFGRID3
* xyz 0 1
C -0.093 0.157 -1.132
C -0.636 -1.007 -0.610
C 0.119 -0.557 1.437
C 0.517 0.688 0.926
H 0.276 1.346 -2.577
H -1.245 0.480 -2.816
H -1.083 -1.703 -1.370
H 0.659 0.321 3.629
H 1.100 1.297 1.599
N -0.062 0.407 -2.545
N -0.488 -1.440 0.640
N 0.563 1.015 -0.318
S 0.374 -1.003 3.136
*
```

# 4
Molecular formula: C4H5N4O4S
Method: DFT, the ωB97M-V functional and the def2-TZVPD basis

Values from the calculation:
- Frontier orbital gap: 7.788 eV
- E_tot: -29212.45845 eV
- LUMO: 3.3309 eV

```
! RIJCOSX wB97M-V def2-TZVPD def2/J DEFGRID3
* xyz -1 1
C 0.900 -0.914 -3.913
C 0.605 -0.684 -1.679
C -0.600 1.470 3.015
C 1.141 -1.458 -2.699
N 0.256 -0.594 -0.393
N 0.116 0.424 -2.305
N -0.303 0.666 -0.288
N -0.483 1.188 -1.419
O 0.286 0.403 -3.623
O 1.140 -1.175 -5.071
O -0.170 -1.114 2.879
O -2.041 -0.227 4.404
S -1.508 -0.102 3.064
H -1.239 2.304 2.995
H 0.173 1.671 3.847
H -0.069 1.404 1.963
H 1.802 -2.276 -2.643
H -0.006 -0.986 1.864
*
```

# 5
Molecular formula: C4H5N6O3S
Method: DFT, the ωB97M-V functional and the def2-TZVPD basis

Values from the calculation:
- Frontier orbital gap (alpha / beta): 4.074 / 4.073 eV
- E_tot: -30132.76652 eV
- LUMO (alpha / beta): -7.5423 / -7.5430 eV

```
! RIJCOSX wB97M-V def2-TZVPD def2/J DEFGRID3
* xyz 1 1
C 0.279 -0.866 1.161
C -0.634 1.239 -0.179
C -1.004 1.606 -2.259
C 0.992 -0.599 -0.124
N -1.178 2.109 -1.008
N -0.700 1.227 1.201
N -0.324 0.417 -2.183
N -0.020 0.125 -0.831
N -0.399 0.062 1.811
N 0.201 -2.147 1.741
O 0.514 -3.099 1.050
O -0.373 -2.265 2.818
O 2.093 0.179 -0.213
S -1.301 2.354 -3.689
H 0.967 -1.642 -0.581
H -1.047 2.058 1.579
H -0.022 -0.136 -2.920
H -0.927 -0.326 2.638
H 2.883 -0.297 -0.014
*
```

# 6
Molecular formula: C4H5NO
Method: DFT, the ωB97M-V functional and the def2-TZVPD basis

Values from the calculation:
- Frontier orbital gap: 10.707 eV
- E_tot: -7763.94903 eV
- LUMO: 0.7576 eV

```
! RIJCOSX wB97M-V def2-TZVPD def2/J DEFGRID3
* xyz 0 1
O 1.927 -0.863 -0.199
C 1.547 0.283 -0.075
N 0.557 0.558 0.836
C -0.394 -0.575 0.835
C -0.985 -0.519 -0.497
C -1.626 0.093 -1.315
H 1.948 1.154 -0.635
H 0.151 1.488 0.737
H 0.013 -1.564 1.069
H -1.193 -0.379 1.539
H -1.945 0.323 -2.295
*
```